A structure of composition C33H28N3O2PRh in a non-equilibrium geometry. Source: OMol25; level of theory: ωB97M-V/def2-TZVPD.

Structure (XYZ):
```
68
Properties=species:S:1:pos:R:3
Rh 7.24 -13.07 13.02
O 4.74 -15.86 14.66
C 5.37 -15.09 13.97
N 6.16 -14.02 14.41
C 6.40 -13.76 15.74
O 5.90 -14.28 16.72
C 7.68 -12.93 15.92
C 8.20 -12.79 17.19
C 9.45 -12.14 17.37
C 10.05 -11.58 16.25
C 9.46 -11.89 15.02
N 8.28 -12.49 14.89
C 5.38 -15.24 12.45
C 4.75 -16.37 11.91
C 4.90 -16.60 10.56
C 5.51 -15.70 9.76
C 5.97 -14.38 10.32
N 6.04 -14.38 11.77
H 7.50 -13.14 18.00
H 9.89 -12.02 18.39
H 11.01 -11.12 16.27
H 9.91 -11.48 14.09
H 4.16 -16.93 12.63
H 4.62 -17.56 10.17
H 5.71 -15.93 8.73
H 6.90 -14.12 9.89
C 8.97 -9.31 12.10
C 7.72 -8.68 11.60
C 7.74 -7.32 11.28
C 6.72 -6.74 10.55
C 5.59 -7.47 10.15
C 5.55 -8.83 10.47
C 6.59 -9.41 11.23
P 6.55 -11.27 11.37
C 4.99 -12.03 10.78
C 4.98 -13.15 9.82
C 3.62 -13.64 9.47
C 2.50 -13.23 10.08
C 2.52 -12.25 11.12
C 3.81 -11.68 11.47
C 3.90 -10.77 12.60
C 7.70 -11.74 10.05
C 7.54 -11.28 8.70
C 8.46 -11.49 7.72
C 9.44 -12.49 8.01
C 9.58 -12.94 9.31
C 8.74 -12.60 10.33
C 8.95 -12.99 11.77
H 9.50 -8.58 12.73
H 9.62 -9.53 11.25
H 8.83 -10.25 12.77
H 8.61 -6.77 11.50
H 6.88 -5.67 10.36
H 4.82 -6.99 9.50
H 4.76 -9.45 10.11
H 5.48 -12.95 8.88
H 3.47 -14.54 8.79
H 1.53 -13.50 9.64
H 1.63 -12.01 11.70
H 4.02 -9.74 12.31
H 4.85 -11.08 13.19
H 3.07 -10.83 13.27
H 6.70 -10.67 8.46
H 8.28 -11.08 6.76
H 10.21 -12.82 7.30
H 10.40 -13.56 9.54
H 9.66 -12.37 12.28
H 9.42 -14.00 11.70
```

Properties
Net charge: +1
HOMO level (spin up / spin down) in eV: -9.726 / -11.799
Kohn-Sham gap (spin up / spin down) in eV: 6.7 / 7.0
Multiplicity: 5

***

A structure of composition C33H29AsN6O3PdS2 in a non-equilibrium geometry. Source: OMol25; level of theory: ωB97M-V/def2-TZVPD.

Structure (XYZ):
```
75
Properties=species:S:1:pos:R:3
Pd -1.53 0.31 -1.75
N 2.50 -7.60 -1.28
C 2.20 -6.25 -1.38
C 1.97 -5.48 -0.24
C 1.71 -4.12 -0.34
C 1.69 -3.53 -1.59
C 1.92 -4.28 -2.74
C 2.18 -5.63 -2.63
S 1.45 -1.81 -1.77
O 1.58 -1.25 -0.44
O 2.35 -1.36 -2.79
N -0.05 -1.46 -2.31
C -1.12 -2.29 -2.24
N -2.27 -1.58 -2.32
C -3.43 -2.21 -2.15
C -3.49 -3.57 -1.99
C -2.25 -4.23 -1.99
N -1.09 -3.62 -2.11
H 2.23 -8.07 -0.43
H 2.35 -8.16 -2.11
H 1.99 -5.95 0.74
H 1.53 -3.53 0.54
H 1.90 -3.81 -3.71
H 2.37 -6.22 -3.52
H -4.32 -1.59 -2.17
H -4.42 -4.09 -1.88
H -2.21 -5.31 -1.89
O -1.11 -0.58 0.34
As -0.08 0.52 1.08
C -1.22 1.61 2.18
C -2.53 1.81 1.78
C -3.38 2.60 2.55
C -2.92 3.18 3.73
C -1.61 2.95 4.15
C -0.77 2.16 3.38
C 1.06 1.80 0.14
C 1.39 2.94 0.87
C 2.26 3.88 0.34
C 2.81 3.70 -0.92
C 2.46 2.58 -1.65
C 1.59 1.63 -1.13
C 1.06 -0.31 2.36
C 0.47 -1.01 3.41
C 1.28 -1.65 4.34
C 2.66 -1.58 4.22
C 3.24 -0.89 3.17
C 2.44 -0.25 2.23
H -2.91 1.35 0.87
H -4.39 2.77 2.21
H -3.58 3.79 4.33
H -1.26 3.37 5.08
H 0.23 1.96 3.73
H 0.98 3.12 1.85
H 2.51 4.76 0.93
H 3.50 4.43 -1.33
H 2.87 2.42 -2.64
H 1.34 0.78 -1.74
H -0.61 -1.07 3.50
H 0.83 -2.20 5.15
H 3.29 -2.08 4.95
H 4.32 -0.85 3.07
H 2.89 0.27 1.39
C -2.60 6.24 -0.82
C -2.18 4.95 -1.46
C -0.92 4.81 -2.07
C -0.57 3.56 -2.52
N -1.42 2.54 -2.46
C -2.62 2.78 -1.90
S -3.57 1.31 -1.79
N -3.03 3.92 -1.37
H -2.07 7.09 -1.24
H -2.38 6.20 0.25
H -3.67 6.37 -0.93
H -0.24 5.64 -2.15
H 0.40 3.37 -2.96
```

Properties
HOMO level (spin up / spin down) in eV: -7.845 / -7.846
Kohn-Sham gap (spin up / spin down) in eV: 7.2 / 7.2

***

A structure of composition C33H29BrIN7O3PdS. Source: OMol25; level of theory: ωB97M-V/def2-TZVPD.

Structure (XYZ):
```
76
Properties=species:S:1:pos:R:3
Pd -0.03 -1.77 0.40
C 3.68 -1.50 -2.05
C 3.78 -2.05 -0.66
N 4.97 -2.08 -0.09
C 5.09 -2.58 1.14
C 4.03 -3.06 1.89
C 4.25 -3.60 3.28
O 3.29 -3.10 4.20
C 2.76 -3.00 1.31
C 1.60 -3.51 2.02
N 0.38 -3.17 1.76
C -0.67 -3.79 2.48
C -0.61 -3.90 3.86
C -1.65 -4.50 4.55
C -2.75 -4.99 3.87
C -2.82 -4.88 2.48
C -1.79 -4.27 1.79
I -1.88 -4.14 -0.29
C 2.62 -2.51 0.00
O 1.46 -2.50 -0.64
H 3.61 -2.30 -2.79
H 4.56 -0.91 -2.27
H 2.77 -0.91 -2.19
H 6.10 -2.58 1.55
H 5.26 -3.38 3.61
H 4.14 -4.69 3.28
H 3.61 -2.27 4.56
H 1.75 -4.26 2.79
H 0.24 -3.50 4.40
H -1.60 -4.58 5.63
H -3.56 -5.46 4.40
H -3.67 -5.27 1.95
Br -1.64 9.57 -2.20
C -0.77 7.99 -2.69
C -0.27 7.15 -1.69
C 0.37 5.99 -2.03
C 0.50 5.67 -3.39
C 0.03 6.52 -4.39
C -0.63 7.68 -4.04
N 1.14 4.52 -3.87
N 1.54 3.67 -3.12
C 1.66 2.73 -2.27
C 2.91 2.57 -1.55
C 3.00 1.67 -0.57
C 1.87 0.80 -0.20
O 1.88 0.15 0.82
C 0.70 0.76 -1.15
N -0.18 -0.25 -1.05
C -1.22 -0.27 -1.89
C -1.43 0.68 -2.87
C -0.52 1.71 -3.01
C 0.57 1.74 -2.13
H -0.37 7.45 -0.66
H 0.79 5.35 -1.26
H 0.19 6.25 -5.43
H -1.01 8.35 -4.80
H 3.72 3.23 -1.82
H 3.90 1.54 0.02
H -1.88 -1.12 -1.78
H -2.28 0.60 -3.53
H -0.63 2.44 -3.80
C -4.50 -1.90 1.24
N -4.06 -0.59 0.82
C -4.98 0.32 0.13
C -4.18 1.63 0.05
N -2.85 1.20 0.50
C -2.88 -0.04 1.02
S -1.56 -0.70 1.89
H -5.42 -1.80 1.82
H -3.73 -2.35 1.87
H -4.68 -2.54 0.38
H -5.90 0.42 0.70
H -5.23 -0.09 -0.86
H -4.59 2.39 0.71
H -4.14 2.03 -0.96
H -2.15 1.84 0.84
```

Properties
Net charge: +2
HOMO level in eV: -12.133
Kohn-Sham gap in eV: 4.7

***

A cluster of 2 separate species, C33H29F5N3O2S in total in a non-equilibrium geometry. Source: OMol25; level of theory: ωB97M-V/def2-TZVPD.

Structure (XYZ):
```
73
Properties=species:S:1:pos:R:3
C -4.86 -2.38 1.46
O -4.12 -1.25 1.97
C -2.85 -1.00 1.48
C -1.89 -1.95 2.02
C -1.45 -3.07 1.28
C -0.34 -3.76 1.75
C 0.04 -3.63 3.10
C -0.66 -2.75 3.95
C -1.59 -1.86 3.40
C -2.81 0.18 0.74
N -2.19 1.35 1.08
C -1.19 1.44 2.15
C -2.59 2.45 0.34
C -1.76 3.69 0.33
C -3.81 2.26 -0.24
C -4.79 3.30 -0.65
S -4.22 0.58 -0.28
H -5.70 -2.48 2.15
H -5.20 -2.15 0.44
H -4.25 -3.30 1.45
H -1.95 -3.32 0.34
H 0.21 -4.43 1.07
H 0.89 -4.21 3.48
H -0.46 -2.72 5.02
H -2.09 -1.10 4.00
H -0.71 2.42 2.09
H -1.64 1.35 3.16
H -0.42 0.66 2.01
H -2.31 4.49 -0.20
H -1.53 4.06 1.34
H -0.81 3.55 -0.21
H -4.27 4.20 -1.00
H -5.45 2.94 -1.46
H -5.42 3.60 0.20
C 3.90 -1.45 3.09
N 4.17 -0.67 1.90
C 5.41 -0.09 1.64
C 5.29 0.57 0.46
N 4.00 0.36 0.00
C 3.58 0.64 -1.34
C 3.83 1.88 -1.93
F 4.39 2.87 -1.19
C 3.50 2.11 -3.26
F 3.72 3.33 -3.81
C 2.94 1.09 -4.03
F 2.56 1.33 -5.30
C 2.77 -0.18 -3.48
F 2.25 -1.18 -4.21
C 3.12 -0.40 -2.16
F 3.12 -1.66 -1.68
C 3.30 -0.34 0.91
C 1.95 -0.94 0.68
C 0.93 -0.06 0.13
C -0.21 -0.56 -0.44
C -0.55 -0.13 -1.79
C -1.30 -0.97 -2.66
C -1.47 -0.66 -4.00
C -0.90 0.52 -4.50
C -0.17 1.36 -3.67
C -0.03 1.07 -2.31
O 1.79 -2.15 0.90
H 3.24 -2.30 2.86
H 4.86 -1.83 3.48
H 3.43 -0.83 3.86
H 6.27 -0.20 2.27
H 6.02 1.12 -0.10
H 1.11 1.02 0.20
H -0.70 -1.45 -0.06
H -1.72 -1.90 -2.25
H -2.04 -1.32 -4.65
H -0.96 0.75 -5.57
H 0.30 2.27 -4.07
H 0.49 1.79 -1.67
```

Properties
Net charge: +1
HOMO level in eV: -8.313
Kohn-Sham gap in eV: 4.0

***

A structure of composition C33H29FGeN3O4PdS2. Source: OMol25; level of theory: ωB97M-V/def2-TZVPD.

Structure (XYZ):
```
74
Properties=species:S:1:pos:R:3
Pd 0.86 0.48 -1.28
C 2.40 1.16 1.76
C 1.04 1.55 1.29
N 0.24 0.70 0.73
N -1.12 1.05 0.84
C -1.85 0.65 -0.14
S -1.26 -0.04 -1.62
S -3.61 0.83 -0.10
C -3.85 1.88 1.37
C -4.18 3.30 0.99
C -5.42 3.86 1.27
C -5.71 5.17 0.91
C -4.76 5.93 0.26
C -3.51 5.39 -0.03
C -3.23 4.08 0.33
C 0.66 2.96 1.37
C 0.77 3.75 2.48
C 0.41 5.10 2.44
C -0.01 5.71 1.24
C -0.10 4.98 0.10
C 0.21 3.56 0.09
O 0.14 2.90 -0.96
H 2.48 0.08 1.87
H 2.58 1.64 2.73
H 3.15 1.52 1.06
H -2.93 1.81 1.93
H -4.66 1.44 1.95
H -6.16 3.26 1.78
H -6.68 5.58 1.14
H -4.99 6.95 -0.04
H -2.77 5.98 -0.55
H -2.27 3.65 0.08
H 1.10 3.31 3.42
H 0.45 5.69 3.35
H -0.26 6.76 1.24
H -0.39 5.41 -0.85
O 1.68 -0.38 -5.06
N 1.38 -0.26 -3.90
O 1.12 -1.24 -3.14
O 1.29 0.91 -3.36
F 2.71 0.98 -0.96
C 4.06 -1.23 -0.63
Ge 2.19 -1.69 -0.66
C 1.57 -2.26 1.10
C 0.28 -2.15 1.60
C -0.03 -2.63 2.86
C 0.95 -3.22 3.65
C 2.24 -3.33 3.16
C 2.55 -2.85 1.89
C 2.02 -3.31 -1.73
C 3.18 -3.83 -2.24
C 3.19 -5.03 -2.99
C 2.03 -5.70 -3.22
C 0.80 -5.21 -2.71
C -0.42 -5.89 -2.95
C -1.60 -5.41 -2.46
C -1.61 -4.20 -1.73
C -0.45 -3.53 -1.49
C 0.79 -4.00 -1.97
H 4.60 -2.11 -0.29
H 4.25 -0.39 0.02
H 4.39 -0.97 -1.64
H -0.51 -1.69 1.01
H -1.05 -2.55 3.23
H 0.71 -3.59 4.64
H 3.02 -3.79 3.77
H 3.57 -2.95 1.53
H 4.13 -3.33 -2.08
H 4.13 -5.41 -3.38
H 2.03 -6.63 -3.78
H -0.40 -6.81 -3.53
H -2.52 -5.94 -2.64
H -2.55 -3.81 -1.36
H -0.48 -2.59 -0.96
```

Properties
HOMO level (spin up / spin down) in eV: -8.101 / -8.101
Kohn-Sham gap (spin up / spin down) in eV: 6.5 / 5.2
Multiplicity: 2

***

A structure of composition C33H30BBrClN7PPb. Source: OMol25; level of theory: ωB97M-V/def2-TZVPD.

Structure (XYZ):
```
75
Properties=species:S:1:pos:R:3
Pb 1.01 -0.03 1.15
C 1.86 4.35 2.10
C 1.02 3.35 1.62
N 1.66 2.17 1.64
N 2.89 2.40 2.14
C 3.04 3.70 2.41
B 3.89 1.24 2.36
N 4.13 0.51 1.01
C 5.28 0.30 0.37
C 5.05 -0.50 -0.74
C 3.69 -0.76 -0.70
N 3.13 -0.14 0.36
N 3.27 0.23 3.36
C 3.76 -0.20 4.52
C 2.89 -1.12 5.07
C 1.86 -1.21 4.15
N 2.09 -0.39 3.12
H 1.65 5.40 2.21
H 0.01 3.43 1.27
H 3.96 4.07 2.82
H 4.92 1.65 2.78
H 6.19 0.73 0.74
H 5.77 -0.85 -1.45
H 3.08 -1.37 -1.34
H 4.70 0.18 4.90
H 2.99 -1.65 6.00
H 0.97 -1.82 4.18
C 0.22 -2.73 -4.98
C -0.27 -2.74 -3.53
C -0.29 -4.13 -2.94
C -0.30 -4.26 -1.62
C -0.32 -2.97 -0.82
Br 0.26 -3.37 1.01
N 0.62 -2.00 -1.37
C 0.64 -1.93 -2.64
H -0.45 -3.32 -5.61
H 1.21 -3.17 -5.04
H 0.27 -1.72 -5.37
H -0.29 -4.98 -3.61
H -0.31 -5.21 -1.11
H 1.34 -1.25 -3.11
Cl 0.80 1.51 -1.89
C -0.58 2.52 -1.69
C -0.52 3.81 -2.18
C -1.59 4.68 -1.97
C -2.71 4.28 -1.25
C -2.78 3.00 -0.74
C -1.71 2.09 -0.96
P -1.99 0.48 -0.36
C -2.91 0.38 1.10
C -2.71 1.34 2.12
C -3.49 1.28 3.25
C -4.47 0.30 3.37
C -4.69 -0.63 2.36
C -3.91 -0.61 1.22
C -1.79 -0.93 -1.30
C -1.79 -2.34 -0.74
C -2.81 -3.12 -1.56
C -2.81 -2.96 -2.87
C -1.76 -2.05 -3.48
C -1.75 -0.81 -2.66
H 0.36 4.14 -2.71
H -1.54 5.68 -2.37
H -3.54 4.96 -1.09
H -3.66 2.68 -0.21
H -1.94 2.10 2.02
H -3.33 2.00 4.05
H -5.09 0.27 4.26
H -5.48 -1.37 2.46
H -4.11 -1.31 0.42
H -2.07 -2.35 0.31
H -3.48 -3.80 -1.05
H -3.49 -3.47 -3.53
H -2.00 -1.80 -4.51
H -1.76 0.16 -3.15
```

Properties
Net charge: +3
HOMO level in eV: -16.472
Kohn-Sham gap in eV: 4.8

***

Electronic energy, record by record: -55527.9282 -135762.7494 -143707.6924 -67667.6020 -131729.5714 -142890.4650 eV
Molecular weight, record by record: 632.5 803.1 916.9 626.7 793.8 889.0 u